DFT (wB97M-V/def2-TZVPD) results for a cluster of 2 separate species, C6H12N2O in total in a non-equilibrium geometry.

Results
- net charge = 0
- orbital gap (eV) = 7.94
- spin multiplicity = 1
- SMILES string = C=NC(=C)C.N/C=C/O
- LUMO level (Ha) = 0.0331
- energy relative to the best compared isomer or geometry (same formula, charge and spin) (kJ/mol) = 459.0

XYZ file:
```
21
Properties=species:S:1:pos:R:3:forces:R:3
C 1.2555 -0.5880 -1.3432 0.23 1.09 0.53
C 0.3613 -0.8100 -0.1397 -1.24 -4.21 -1.24
C -2.0312 -1.1082 -0.4340 1.16 -0.18 -0.39
C 0.5579 -1.9487 0.6194 -0.68 1.10 -1.42
N -1.0002 -0.3723 -0.4370 -0.30 0.12 0.39
H 2.2253 -1.0557 -1.1854 0.01 0.01 -0.02
H 1.4006 0.4854 -1.4775 0.20 0.03 -0.17
H 0.8209 -0.9450 -2.2758 -0.22 -0.28 0.18
H -1.9932 -2.1950 -0.4016 -0.04 -0.21 0.45
H -2.9978 -0.6412 -0.5862 -0.12 0.06 -0.13
H 1.3543 -2.6399 0.3968 0.71 0.43 0.28
H -0.2590 -2.4353 1.1305 -0.16 0.43 0.48
N -1.0187 2.3898 -0.2517 -0.41 0.31 -0.11
C 0.7545 1.1907 0.9456 -3.05 2.50 0.79
C -0.5967 1.5474 0.7481 3.42 0.09 0.62
O 1.0903 0.7986 2.2331 1.39 -0.48 -0.32
H 2.0167 0.4740 2.1664 -1.03 0.05 0.34
H -1.8155 2.0487 -0.7745 0.05 0.03 0.14
H -0.3148 2.7358 -0.8873 0.14 -0.15 0.17
H 1.4893 1.8205 0.4413 0.17 -0.52 -0.32
H -1.2995 1.2483 1.5127 -0.23 -0.18 -0.23
```
Positions in Å, forces in eV/Å.